Below is a 8-piece molecular cluster, C67H59F7O2 overall at a distorted geometry, with properties calculated with ωB97M-V/def2-TZVPD.

* SMILES: C#CCCCC1=C(CC(C)C)C(=O)c2ccc(-c3ccccc3)cc2C1=O.Fc1ccccc1.Fc1ccccc1.Fc1ccccc1.Fc1ccccc1.Fc1ccccc1.Fc1ccccc1.Fc1ccccc1
* net charge: 0
* spin multiplicity: 1
* energy above the lowest of the compared OMol25 structures with the same formula, charge and spin: 560.8 kJ/mol
* LUMO level: -0.79 eV
* Kohn-Sham gap: 7.7 eV

The geometry in XYZ format:
```
135
Properties=species:S:1:pos:R:3:forces:R:3
C 2.688 -2.711 2.800 0.49 0.37 0.20
C 2.602 -1.499 2.680 -0.77 0.25 -1.66
C 2.282 -0.079 2.074 -0.24 -1.21 1.27
C 1.027 -0.098 1.088 0.38 0.32 -0.14
C 1.136 -1.299 0.066 -0.60 -1.04 0.03
C 0.058 -1.293 -1.079 -0.22 0.95 -0.85
C 0.128 -0.418 -2.151 -0.35 -0.32 0.37
C 1.239 0.679 -2.330 0.14 -0.06 0.38
C 0.665 2.077 -2.806 0.11 0.62 -0.47
C -0.674 2.538 -2.079 -0.88 -0.31 -0.74
C 1.716 3.277 -2.664 -1.15 -0.22 0.30
C -0.971 -0.478 -3.299 -0.23 -0.59 1.02
O -0.686 -0.344 -4.475 -0.48 0.14 1.43
C -2.434 -0.774 -2.768 -0.69 -0.46 0.60
C -3.609 -0.144 -3.413 -0.11 -2.02 2.48
C -4.953 -0.432 -2.832 3.09 -0.93 0.93
C -5.053 -1.337 -1.635 0.28 0.34 -0.65
C -6.506 -1.542 -1.064 -1.53 0.66 0.37
C -6.876 -2.702 -0.199 -2.06 1.89 -0.43
C -8.260 -2.820 0.317 -0.06 2.43 -1.83
C -9.318 -1.774 -0.026 2.40 0.28 -0.98
C -8.969 -0.598 -0.858 2.83 -2.43 0.49
C -7.553 -0.494 -1.382 -1.20 -1.99 1.76
C -3.854 -2.009 -1.013 0.44 1.59 -2.29
C -2.520 -1.720 -1.590 -1.83 1.41 -1.14
C -1.158 -2.311 -1.026 -0.08 0.71 -0.54
O -1.056 -3.455 -0.627 -0.20 1.52 -0.17
H 2.892 -3.791 2.953 -0.39 1.53 -0.13
H 3.216 0.293 1.563 -1.04 -0.36 0.52
H 2.025 0.585 2.950 0.51 -0.48 -1.05
H 0.045 -0.132 1.663 1.31 -0.23 -0.62
H 1.027 0.922 0.579 0.01 -1.35 0.47
H 0.969 -2.251 0.668 0.23 1.16 -0.80
H 2.177 -1.426 -0.378 -1.24 0.50 0.54
H 2.027 0.326 -3.068 -1.00 0.39 0.74
H 1.785 0.826 -1.343 -0.71 -0.30 -1.17
H 0.440 1.973 -3.915 0.21 0.04 1.37
H -0.637 3.572 -1.632 0.25 -1.08 -0.47
H -1.050 1.835 -1.281 0.57 0.60 -0.75
H -1.494 2.575 -2.872 0.86 -0.03 1.11
H 1.540 3.723 -1.631 0.80 -0.61 -1.16
H 2.780 2.951 -2.828 -1.10 0.50 0.15
H 1.391 4.097 -3.385 0.71 -1.05 0.76
H -3.440 0.519 -4.307 -0.33 -0.84 1.14
H -5.832 0.076 -3.308 0.95 -0.88 0.73
H -6.114 -3.478 0.072 -0.90 0.87 -0.39
H -8.573 -3.687 0.954 0.47 0.94 -0.72
H -10.388 -1.849 0.328 1.54 -0.15 -0.25
H -9.710 0.206 -1.113 0.83 -1.04 0.35
H -7.338 0.418 -2.000 0.02 -1.21 0.81
H -3.942 -2.712 -0.131 0.02 1.05 -1.23
F 4.604 4.471 -2.039 -0.38 0.07 -0.07
C 5.234 4.979 -3.116 0.32 0.34 -0.73
C 5.518 4.149 -4.185 -0.15 -0.27 -0.01
C 6.164 4.671 -5.299 0.00 0.29 0.18
C 6.527 6.015 -5.324 0.04 0.00 -0.07
C 6.238 6.837 -4.240 -0.02 -0.24 -0.09
C 5.582 6.318 -3.130 -0.06 0.12 0.27
H 5.235 3.105 -4.143 0.01 0.24 -0.02
H 6.386 4.033 -6.146 -0.03 0.01 0.09
H 7.035 6.421 -6.192 -0.04 -0.02 0.07
H 6.524 7.882 -4.259 -0.05 -0.07 0.03
H 5.342 6.945 -2.280 0.00 -0.06 -0.01
F -10.741 -0.131 2.614 -0.09 -0.20 -0.18
C -10.238 -0.831 3.650 0.33 -0.47 0.68
C -10.882 -0.788 4.874 -0.27 0.18 -0.04
C -10.367 -1.513 5.940 0.21 -0.07 -0.19
C -9.208 -2.264 5.773 0.02 -0.04 0.07
C -8.567 -2.294 4.539 -0.22 0.11 0.11
C -9.087 -1.577 3.468 0.04 0.07 -0.19
H -11.780 -0.191 4.987 0.04 0.00 -0.03
H -10.868 -1.494 6.901 0.02 0.04 -0.09
H -8.805 -2.827 6.607 -0.03 0.05 -0.07
H -7.662 -2.877 4.411 -0.07 0.05 -0.03
H -8.617 -1.598 2.494 0.02 0.08 0.10
F 5.935 2.291 3.135 -0.07 -0.08 0.08
C 6.566 3.002 2.185 0.29 0.34 -0.45
C 6.002 3.103 0.926 -0.15 -0.07 0.00
C 6.651 3.842 -0.056 0.31 0.00 0.11
C 7.862 4.463 0.231 0.02 0.01 0.00
C 8.422 4.350 1.500 -0.22 -0.06 -0.13
C 7.768 3.620 2.485 0.09 -0.04 0.22
H 5.061 2.606 0.719 -0.01 0.07 0.07
H 6.214 3.934 -1.043 0.22 -0.15 0.38
H 8.370 5.037 -0.536 -0.04 -0.05 0.05
H 9.368 4.831 1.721 -0.08 -0.04 0.03
H 8.185 3.528 3.480 -0.04 -0.04 -0.03
F 5.484 1.241 -3.384 -0.06 -0.07 -0.01
C 5.869 0.146 -2.699 0.19 -0.66 0.40
C 6.384 -0.939 -3.387 0.00 0.07 -0.20
C 6.785 -2.066 -2.679 0.00 0.46 0.16
C 6.656 -2.098 -1.294 0.02 -0.05 0.03
C 6.132 -1.003 -0.616 0.05 -0.09 -0.22
C 5.741 0.129 -1.322 -0.16 0.21 0.06
H 6.469 -0.899 -4.466 0.01 0.04 0.04
H 7.196 -2.915 -3.204 0.03 0.25 0.03
H 6.965 -2.979 -0.743 -0.04 0.06 -0.06
H 6.029 -1.030 0.463 0.01 0.04 -0.07
H 5.339 0.994 -0.811 0.03 -0.02 -0.07
F 6.419 -4.792 -2.951 -0.07 -0.43 0.13
C 6.009 -5.346 -4.107 -0.24 -0.34 -0.62
C 5.344 -4.564 -5.035 -0.01 0.27 0.07
C 4.925 -5.134 -6.231 0.12 -0.24 0.11
C 5.167 -6.481 -6.479 -0.03 -0.01 -0.08
C 5.832 -7.257 -5.536 -0.07 0.24 -0.04
C 6.261 -6.685 -4.345 0.13 -0.11 0.19
H 5.157 -3.518 -4.820 0.00 -0.05 0.03
H 4.410 -4.530 -6.968 0.03 -0.02 0.09
H 4.836 -6.927 -7.411 0.03 0.03 0.08
H 6.016 -8.308 -5.729 0.01 0.08 0.04
H 6.788 -7.272 -3.602 -0.03 0.05 0.00
F 6.091 -5.258 7.010 0.10 -0.07 0.00
C 4.972 -4.518 7.095 -0.53 0.35 0.03
C 4.247 -4.517 8.273 0.09 -0.13 0.18
C 3.092 -3.748 8.362 0.06 0.06 -0.27
C 2.672 -2.998 7.269 -0.04 0.00 0.07
C 3.407 -3.011 6.088 -0.02 -0.05 0.29
C 4.568 -3.771 6.002 0.12 -0.04 -0.17
H 4.585 -5.114 9.112 0.03 0.02 -0.05
H 2.520 -3.734 9.283 0.06 -0.04 -0.05
H 1.769 -2.402 7.338 0.07 -0.04 -0.02
H 3.077 -2.430 5.237 0.08 -0.04 0.09
H 5.158 -3.787 5.094 0.00 -0.02 0.04
F -11.631 2.966 4.925 -0.04 -0.08 0.11
C -11.285 3.634 3.811 0.19 0.39 -0.61
C -10.838 2.928 2.708 0.01 -0.26 0.07
C -10.485 3.619 1.555 -0.08 0.27 0.20
C -10.572 5.007 1.523 0.03 0.02 -0.10
C -11.018 5.705 2.640 0.04 -0.24 -0.08
C -11.382 5.014 3.790 -0.08 0.09 0.23
H -10.769 1.849 2.754 -0.03 0.26 0.01
H -10.141 3.075 0.682 -0.01 0.00 0.09
H -10.292 5.545 0.624 -0.02 -0.03 0.08
H -11.082 6.786 2.615 -0.02 -0.08 0.03
H -11.740 5.541 4.666 0.02 -0.05 -0.01
```
Positions in Å, forces in eV/Å.

Results of the Löwdin charge analysis, in e, for atoms 1 through 6: 0.0647, -0.1165, -0.1776, -0.1878, -0.1480, -0.0641

Below is C28H45N7OsP2 as an isolated structure at a distorted geometry, with properties calculated with ωB97M-V/def2-TZVPD.

* net charge: +4
* spin multiplicity: 5
* LUMO level (spin up / spin down): -10.45 / -13.75 eV
* expectation value of S²: 6.023
* Kohn-Sham gap (spin up / spin down): 8.6 / 5.3 eV

The geometry in XYZ format:
```
83
Properties=species:S:1:pos:R:3:forces:R:3
Os -0.438 -0.319 0.475 0.63 0.33 -0.59
C -3.772 -0.198 -0.716 0.33 -0.05 0.05
P -2.633 0.706 0.414 -1.86 0.44 0.46
C -3.514 0.420 1.990 0.20 0.00 0.00
C -3.025 2.486 0.067 0.37 -0.27 0.19
C -3.598 3.267 1.072 0.18 -0.23 -0.04
C -3.975 4.581 0.834 0.02 0.03 -0.02
C -3.776 5.150 -0.409 -0.05 0.19 -0.07
C -3.175 4.411 -1.414 -0.02 -0.13 -0.04
C -2.826 3.080 -1.185 0.54 -0.54 -0.47
P -2.196 2.208 -2.668 -1.04 1.81 -0.52
C -3.613 1.860 -3.770 0.31 -0.65 0.10
C -1.146 3.388 -3.600 0.27 -0.48 0.27
H -4.719 0.344 -0.770 0.07 0.02 0.04
H -3.969 -1.183 -0.287 0.04 -0.01 -0.04
H -3.365 -0.336 -1.715 -0.01 -0.02 -0.10
H -4.551 0.753 1.909 0.10 0.02 -0.07
H -3.030 0.932 2.819 0.00 0.01 0.03
H -3.518 -0.647 2.205 0.02 -0.04 -0.04
H -3.769 2.873 2.059 0.02 -0.08 0.09
H -4.417 5.160 1.631 -0.07 0.03 0.06
H -4.082 6.167 -0.612 0.02 0.02 0.05
H -3.022 4.873 -2.377 0.04 0.06 -0.12
H -4.018 2.803 -4.145 0.16 0.21 0.14
H -4.404 1.328 -3.251 -0.02 -0.05 0.09
H -3.288 1.267 -4.625 0.02 0.00 -0.04
H -1.766 4.045 -4.215 -0.18 -0.09 0.07
H -0.486 2.852 -4.281 0.00 -0.08 -0.06
H -0.541 3.993 -2.926 -0.04 -0.04 0.07
N -2.337 -3.660 5.296 0.01 -0.01 0.02
C -1.880 -2.960 4.273 0.03 0.01 -0.07
C -2.051 -3.395 2.932 0.05 0.17 -0.31
C -1.615 -2.614 1.900 -0.42 -0.76 0.02
N -1.007 -1.418 2.073 -0.10 -0.03 0.31
C -0.780 -1.023 3.346 -0.03 0.15 0.92
C -1.188 -1.733 4.441 0.07 0.18 -0.33
H -2.823 -4.536 5.160 0.03 0.05 0.04
H -2.222 -3.344 6.249 0.00 -0.04 -0.05
H -2.538 -4.335 2.730 -0.05 -0.11 -0.12
H -1.756 -2.942 0.872 -0.02 -0.03 0.14
H -0.263 -0.078 3.475 -0.05 -0.09 0.00
H -0.999 -1.349 5.429 0.09 0.12 0.15
N 1.356 -1.217 0.728 -0.35 0.20 -0.02
C 2.368 -1.656 1.118 0.82 -0.42 0.13
N 3.486 -2.148 1.482 -1.04 0.34 -0.49
C 4.751 -1.538 1.099 1.24 0.87 -0.03
C 5.437 -0.973 2.353 -0.07 -0.24 -0.39
C 5.633 -2.083 3.370 0.20 0.29 0.56
C 4.308 -2.737 3.720 -0.15 -0.15 -0.40
C 3.597 -3.230 2.448 0.14 -0.91 1.34
H 4.582 -0.754 0.360 -0.10 -0.12 -0.05
H 5.384 -2.314 0.662 -0.17 -0.03 -0.10
H 4.822 -0.170 2.767 0.02 0.07 0.03
H 6.397 -0.551 2.059 -0.02 0.08 -0.05
H 6.078 -1.666 4.280 -0.03 -0.10 -0.15
H 6.344 -2.822 2.996 -0.03 -0.04 -0.08
H 3.656 -2.033 4.239 0.00 0.03 0.09
H 4.474 -3.593 4.372 -0.12 -0.03 0.03
H 2.608 -3.625 2.685 0.02 0.03 -0.17
H 4.196 -4.024 1.992 -0.15 0.07 -0.16
C 1.603 -1.698 -4.216 -0.14 0.15 0.06
C 0.147 -1.827 -3.799 0.21 -0.26 -0.59
N -0.077 -0.999 -2.625 -0.07 0.33 0.49
C 0.679 0.060 -2.270 -0.08 -0.91 -1.23
N 0.350 0.649 -1.102 -0.14 0.09 0.55
C 1.060 1.870 -0.733 0.38 0.51 0.13
C 2.502 1.812 -1.221 -0.20 -0.02 -0.16
C 2.480 1.630 -2.731 0.34 0.43 0.37
N 1.656 0.481 -3.077 -0.56 -0.15 0.76
C 1.960 -0.221 -4.318 0.02 -0.53 -0.64
H 1.760 -2.179 -5.180 0.02 0.00 0.02
H 2.247 -2.191 -3.484 0.02 0.00 -0.02
H -0.103 -2.861 -3.559 -0.01 0.09 0.03
H -0.514 -1.501 -4.610 0.05 -0.07 0.07
H -0.774 -1.295 -1.948 0.31 0.15 -0.28
H 1.021 1.991 0.359 -0.04 0.06 -0.16
H 0.551 2.734 -1.180 0.03 0.01 0.17
H 3.003 0.958 -0.758 0.07 0.06 0.02
H 3.044 2.718 -0.957 -0.03 0.01 0.02
H 3.489 1.460 -3.110 -0.12 -0.03 -0.01
H 2.092 2.527 -3.225 0.06 -0.04 0.00
H 3.026 -0.106 -4.526 -0.10 0.08 0.09
H 1.413 0.241 -5.145 0.04 0.05 0.01
```
Positions in Å, forces in eV/Å.

Results of the Löwdin charge analysis, in e, for atoms 1 through 6: 1.3622, -0.2245, 0.7910, -0.2357, -0.3491, -0.0508

Below is C12H30ClO3P2RuSi as an isolated structure at a distorted geometry, with properties calculated with ωB97M-V/def2-TZVPD.

* net charge: +2
* spin multiplicity: 6
* LUMO level (spin up / spin down): -6.29 / -11.09 eV
* expectation value of S²: 8.772
* Kohn-Sham gap (spin up / spin down): 7.4 / 5.0 eV

The geometry in XYZ format:
```
50
Properties=species:S:1:pos:R:3:forces:R:3
C 4.570 -0.970 -3.558 -0.01 -0.28 0.11
C 3.889 -0.446 -2.337 0.27 -3.57 1.11
H 4.766 -2.029 -3.395 0.03 0.09 -0.11
H 5.511 -0.435 -3.706 -0.16 0.02 -0.24
H 3.898 -0.841 -4.416 0.34 0.11 0.05
O 3.593 -1.164 -1.390 0.06 1.65 -1.35
Cl 3.534 1.195 -2.413 -0.53 1.94 0.22
Ru -0.330 -0.324 0.434 0.03 4.15 -1.43
P 1.443 0.278 1.653 3.31 1.67 1.92
C 1.471 -0.755 3.150 -0.22 -0.19 -0.06
C 3.194 0.361 1.174 0.14 -0.24 -0.35
H 3.806 0.742 2.011 -0.42 -0.13 -0.23
H 1.947 2.406 2.733 -0.18 -0.12 -0.13
H 3.318 1.004 0.292 -0.06 -0.17 0.35
H 1.018 2.583 1.199 0.12 0.01 0.26
H 1.808 -1.754 2.853 0.02 0.11 0.12
H 3.524 -0.644 0.896 0.08 0.21 0.06
C 1.121 2.011 2.130 -0.31 -0.01 -0.02
H 2.157 -0.352 3.901 -0.06 0.04 -0.17
H 0.181 2.086 2.684 0.24 0.13 -0.04
H 0.468 -0.839 3.572 0.25 -0.02 0.10
P -0.858 -0.674 -1.735 -1.10 -0.23 -3.92
C -1.971 -2.110 -2.015 0.24 0.11 0.46
C -1.744 0.755 -2.467 0.13 -0.04 0.31
H 1.125 -0.032 -2.916 -0.14 -0.28 -0.07
H 0.192 -1.254 -3.861 0.00 0.09 0.30
H 1.169 -1.748 -2.429 -0.06 0.15 -0.26
C 0.538 -0.959 -2.861 0.31 -0.05 0.24
H -1.074 1.623 -2.417 -0.25 -0.15 -0.09
H -2.025 0.549 -3.509 0.10 0.00 0.29
H -2.293 -2.147 -3.067 0.16 0.08 0.34
H -2.846 -2.016 -1.357 0.21 -0.16 -0.31
H -2.642 0.966 -1.869 0.27 0.01 -0.35
H -1.419 -3.026 -1.759 -0.27 0.16 -0.13
C -0.181 -2.114 0.757 -1.69 -8.95 2.92
O -0.234 -3.268 0.969 1.04 3.93 -1.32
C -3.343 2.677 1.775 0.02 -0.03 -0.11
Si -2.442 1.091 1.269 -3.03 1.59 2.31
C -1.864 0.164 2.823 0.40 -0.30 -0.07
C -3.718 -0.117 0.552 -0.34 -0.49 -0.82
O -1.230 1.560 0.274 0.72 -1.09 -0.23
H -4.208 2.525 2.436 0.27 -0.25 -0.16
H -3.712 3.184 0.874 0.11 -0.10 0.10
H -2.668 3.372 2.288 0.01 -0.13 -0.11
H -2.807 -0.012 3.363 0.10 -0.01 -0.17
H -1.398 -0.828 2.640 -0.44 0.46 0.49
H -1.207 0.770 3.460 -0.19 -0.21 -0.18
H -4.014 0.121 -0.482 0.08 -0.03 0.39
H -3.403 -1.171 0.604 -0.03 0.39 0.05
H -4.608 0.003 1.194 0.40 0.12 -0.07
```
Positions in Å, forces in eV/Å.

Results of the natural (NBO) charge analysis, in e, for atoms 1 through 6: -0.7238, 0.5099, 0.2558, 0.2686, 0.2532, -0.5633

Below is one molecule with the formula C22H22ClN3O6S, with properties calculated with ωB97M-V/def2-TZVPD.

* SMILES: COc1ccc(N(CC(=O)NCc2ccco2)C(=O)CNS(=O)(=O)c2ccc(Cl)cc2)cc1
* net charge: 0
* spin multiplicity: 1
* energy above the lowest of the compared OMol25 structures with the same formula, charge and spin: 6.8 kJ/mol
* LUMO level: 0.24 eV
* Kohn-Sham gap: 8.8 eV

The geometry in XYZ format:
```
55
Properties=species:S:1:pos:R:3:forces:R:3
C 2.453 4.731 -5.209 -0.17 0.13 -0.09
O 3.475 3.932 -4.658 0.21 -0.21 0.15
C 3.143 2.986 -3.745 0.01 -0.14 0.15
C 4.202 2.220 -3.250 -0.06 0.14 -0.13
C 3.975 1.234 -2.316 -0.15 0.10 0.00
C 2.685 0.991 -1.856 -0.08 0.39 -0.17
N 2.461 -0.058 -0.919 0.07 -0.25 -0.23
C 2.531 -1.413 -1.430 0.06 -0.53 0.00
C 1.250 -1.937 -2.098 0.37 0.29 0.15
O 1.307 -2.837 -2.911 0.12 -0.30 -0.19
N 0.112 -1.362 -1.689 -0.32 0.23 0.16
C -1.187 -1.780 -2.185 0.02 -0.23 0.06
C -2.183 -1.835 -1.077 -0.24 0.91 -0.25
C -2.996 -0.870 -0.555 0.36 -0.47 -0.35
C -3.718 -1.486 0.496 0.01 -0.55 0.11
C -3.286 -2.775 0.537 -0.62 0.53 0.39
O -2.356 -2.993 -0.406 0.36 -0.40 -0.23
C 2.136 0.127 0.369 0.34 0.10 0.21
O 1.905 -0.805 1.129 0.12 -0.05 0.09
C 2.084 1.553 0.917 -0.06 -0.01 -0.25
N 1.080 1.616 1.962 -0.81 -0.18 0.07
S -0.479 1.419 1.325 -0.01 0.24 0.45
O -0.352 0.880 -0.010 0.00 -0.02 0.06
O -1.162 2.671 1.429 -0.15 0.04 0.22
C -1.289 0.219 2.373 0.38 0.38 -0.21
C -0.849 -1.091 2.388 0.09 -0.22 0.00
C -1.526 -2.023 3.156 -0.05 0.14 0.08
C -2.635 -1.623 3.889 0.22 0.31 -0.16
Cl -3.491 -2.785 4.826 -0.14 -0.19 0.14
C -3.071 -0.305 3.876 0.03 -0.15 -0.03
C -2.390 0.622 3.106 0.00 0.18 -0.02
C 1.628 1.744 -2.346 0.21 -0.22 0.05
C 1.853 2.739 -3.281 0.06 0.28 -0.24
H 1.717 4.126 -5.747 0.02 0.02 0.03
H 1.948 5.323 -4.439 0.01 -0.03 -0.02
H 2.950 5.400 -5.909 -0.09 -0.03 0.04
H 5.195 2.422 -3.617 0.13 0.02 -0.04
H 4.798 0.648 -1.937 0.09 -0.08 0.05
H 3.340 -1.490 -2.160 -0.15 0.00 0.06
H 2.745 -2.080 -0.588 0.00 0.07 -0.20
H 0.101 -0.591 -1.031 0.19 -0.21 -0.06
H -1.536 -1.075 -2.948 -0.03 -0.18 0.06
H -1.056 -2.767 -2.637 -0.09 0.18 -0.03
H -3.065 0.149 -0.874 0.03 0.24 -0.15
H -4.455 -1.032 1.125 -0.18 0.03 0.18
H -3.559 -3.604 1.159 0.03 -0.19 0.05
H 3.055 1.811 1.351 -0.10 0.01 -0.08
H 1.824 2.280 0.151 0.27 -0.01 0.03
H 1.251 0.878 2.635 -0.06 -0.12 0.13
H 0.017 -1.378 1.813 0.04 -0.08 -0.06
H -1.200 -3.050 3.182 0.01 -0.10 0.00
H -3.933 -0.014 4.454 -0.07 0.01 0.05
H -2.696 1.654 3.055 -0.11 0.11 0.07
H 0.629 1.560 -1.983 -0.06 -0.01 -0.01
H 1.014 3.311 -3.642 -0.06 0.08 -0.05
```
Positions in Å, forces in eV/Å.

Results of the natural (NBO) charge analysis, in e, for atoms 1 through 6: -0.2540, -0.4868, 0.3098, -0.2372, -0.2226, 0.1665

Number 1: DFT total energy -93545.9582 eV. Number 2: DFT total energy -61204.1923 eV. Number 3: DFT total energy -60614.5682 eV. Number 4: DFT total energy -63283.9236 eV.